{"formula": "C19H26N2ORuS2", "method": "ωB97M-V/def2-TZVPD", "symbols": ["Ru", "C", "C", "C", "C", "C", "C", "C", "C", "C", "C", "H", "H", "H", "H", "H", "H", "H", "H", "H", "H", "H", "H", "H", "H", "O", "C", "C", "C", "C", "C", "C", "N", "H", "H", "H", "H", "H", "H", "H", "S", "C", "N", "C", "C", "S", "H", "H", "H", "H", "H"], "xyz": [[-0.04, 0.05, 0.24], [-4.01, 0.59, -3.11], [-3.02, 1.58, -2.51], [-3.57, 3.02, -2.56], [-2.51, 1.23, -1.15], [-3.00, 0.14, -0.41], [-2.67, -0.03, 0.93], [-1.84, 0.90, 1.62], [-1.68, 0.88, 3.11], [-1.28, 1.96, 0.84], [-1.57, 2.08, -0.52], [-4.19, 0.83, -4.16], [-4.98, 0.66, -2.62], [-3.66, -0.44, -3.07], [-2.14, 1.60, -3.18], [-4.41, 3.13, -1.87], [-3.92, 3.24, -3.56], [-2.83, 3.77, -2.28], [-3.72, -0.53, -0.85], [-3.15, -0.82, 1.49], [-1.90, 1.86, 3.51], [-0.65, 0.64, 3.41], [-2.35, 0.16, 3.57], [-0.72, 2.74, 1.35], [-1.16, 2.93, -1.05], [0.01, -1.07, -1.87], [0.59, -2.38, -1.82], [0.53, -2.93, -0.43], [0.93, -4.23, -0.18], [0.87, -4.72, 1.11], [0.38, -3.91, 2.13], [0.00, -2.62, 1.81], [0.08, -2.14, 0.56], [0.05, -0.76, -2.78], [1.64, -2.34, -2.14], [0.05, -3.04, -2.50], [1.28, -4.85, -0.99], [1.20, -5.73, 1.33], [0.31, -4.26, 3.15], [-0.40, -1.96, 2.57], [2.13, 0.93, 0.50], [3.76, 1.08, 1.01], [4.67, 1.67, 0.29], [6.01, 1.79, 0.86], [6.05, 0.94, 2.13], [4.32, 0.49, 2.52], [4.48, 2.10, -0.61], [6.22, 2.84, 1.07], [6.75, 1.44, 0.13], [6.47, 1.47, 2.99], [6.60, 0.01, 2.00]], "mulliken_charge": [0.3478, -1.7707, 0.8758, -1.4222, 0.6495, -0.0838, -0.7449, 0.8634, -1.6577, -1.3441, -0.5086, 0.4213, 0.4226, 0.4609, 0.2608, 0.4066, 0.4198, 0.4045, 0.5774, 0.4855, 0.4227, 0.3110, 0.4122, 0.6149, 0.5672, -0.3075, -0.4576, 0.3645, -0.7786, -0.2828, -0.8322, -0.2179, 0.3066, 0.2592, 0.4143, 0.4326, 0.4841, 0.4697, 0.4695, 0.4671, -0.1122, 0.4737, -0.1564, -0.5568, -0.4488, -0.0014, 0.2438, 0.3170, 0.3176, 0.3916, 0.3489], "total_charge": 3, "energy_ha": -1814.54483, "spin_multiplicity": 2, "lumo_energy_ev": [-12.719, -11.718], "s2": 0.99}


{"formula": "C19H26N3O9P2Rh", "method": "ωB97M-V/def2-TZVPD", "symbols": ["Rh", "C", "C", "O", "P", "O", "O", "O", "P", "O", "O", "O", "H", "H", "H", "H", "H", "H", "H", "C", "N", "C", "C", "N", "H", "H", "H", "H", "H", "H", "C", "O", "C", "C", "C", "C", "C", "C", "N", "C", "C", "C", "C", "C", "C", "C", "O", "H", "H", "H", "H", "H", "H", "H", "H", "H", "H", "H", "H", "H"], "xyz": [[1.42, -0.18, 0.07], [5.41, -1.31, 1.91], [4.08, -2.02, 1.70], [4.04, -3.33, 2.25], [3.69, -2.28, -0.06], [2.81, -3.57, -0.17], [5.06, -2.50, -0.78], [2.97, -1.12, -0.73], [2.65, -1.09, 2.41], [2.78, 0.40, 1.62], [2.70, -1.01, 3.86], [1.41, -1.52, 1.61], [6.22, -1.97, 1.61], [5.53, -1.07, 2.97], [5.49, -0.40, 1.33], [4.15, -3.29, 3.21], [3.00, -4.24, 0.51], [5.14, -2.29, -1.72], [3.42, 1.07, 1.90], [-1.09, -3.97, -2.37], [-0.69, -2.60, -2.74], [-0.82, -2.19, -4.15], [-0.27, -1.77, -1.85], [0.03, -1.01, -1.03], [-0.51, -4.68, -2.96], [-2.15, -4.10, -2.57], [-0.89, -4.12, -1.31], [-1.86, -2.24, -4.44], [-0.23, -2.87, -4.77], [-0.44, -1.18, -4.27], [-3.45, 0.45, -1.44], [-2.67, 0.65, -0.26], [-3.31, 1.13, 0.83], [-4.68, 1.36, 0.92], [-5.24, 1.79, 2.11], [-4.46, 2.00, 3.24], [-3.09, 1.79, 3.16], [-2.52, 1.39, 1.96], [-1.11, 1.18, 1.94], [-0.19, 1.57, 1.08], [-0.27, 2.43, -0.03], [-1.23, 3.49, -0.09], [-1.19, 4.41, -1.09], [-0.21, 4.30, -2.10], [0.70, 3.28, -2.11], [0.70, 2.31, -1.09], [1.55, 1.33, -1.19], [-4.22, -0.30, -1.28], [-2.74, 0.10, -2.19], [-3.90, 1.38, -1.78], [-5.32, 1.18, 0.07], [-6.31, 1.95, 2.16], [-4.90, 2.32, 4.17], [-2.46, 1.96, 4.02], [-0.76, 0.70, 2.76], [0.81, 1.26, 1.41], [-1.95, 3.58, 0.70], [-1.89, 5.23, -1.11], [-0.18, 5.04, -2.89], [1.45, 3.19, -2.89]], "mulliken_charge": [0.9456, -1.7938, 1.1629, -0.6425, 0.7344, -0.4878, -0.5440, -0.4254, 1.0682, -0.5615, -0.7625, -0.5990, 0.4225, 0.4674, 0.4163, 0.3980, 0.3809, 0.3766, 0.2842, -0.9209, 0.0770, -0.9131, 0.3099, -0.1803, 0.3381, 0.3343, 0.3335, 0.3469, 0.3433, 0.3233, -0.9707, -0.0143, 1.0098, -0.7172, -0.7872, -0.7909, -0.5845, 0.1148, 0.0014, -0.2051, 0.9582, -0.8111, -0.8374, -0.4836, -0.6943, 0.7675, -0.6980, 0.3971, 0.0972, 0.4385, 0.4742, 0.4270, 0.4181, 0.4711, 0.4011, 0.4489, 0.4787, 0.4793, 0.4377, 0.5412], "total_charge": 2, "energy_ha": -2373.90403, "spin_multiplicity": 1, "lumo_energy_ev": -8.065}